P:
12
Properties=species:S:1:pos:R:3 method="wB97M-V/def2-TZVPD" multiplicity=1 homo_lumo_gap_ev="7.5147 / 7.6178" smiles="C=CC=S(=C)=O" homo_ha="-0.309 / -0.312" total_charge=0
C -0.58 0.07 0.63
C -0.32 1.23 -0.11
C 0.89 1.41 -0.64
S 2.20 0.04 -0.45
C 1.13 -1.33 -0.57
O 2.47 -0.01 0.97
H 0.16 -0.30 1.33
H -1.64 -0.15 0.76
H -1.05 1.94 -0.53
H 1.31 2.28 -1.18
H 1.42 -2.23 -0.06
H 1.10 -1.54 -1.62

=====

Q:
12
Properties=species:S:1:pos:R:3 method="wB97M-V/def2-TZVPD" multiplicity=1 homo_lumo_gap_ev=7.4709 smiles="OC/C=C/C=S" homo_ha=-0.323 total_charge=0
O 0.84 2.42 0.60
C 1.12 1.05 0.09
C 0.07 0.12 0.44
C -0.35 -0.82 -0.53
C -1.24 -1.90 -0.20
S -2.08 -2.26 1.22
H 0.07 2.70 0.08
H 1.29 1.04 -0.96
H 2.07 0.73 0.54
H -0.24 0.03 1.48
H -0.08 -0.73 -1.61
H -1.48 -2.39 -1.15

=====

R:
12
Properties=species:S:1:pos:R:3 method="wB97M-V/def2-TZVPD" multiplicity=1 homo_lumo_gap_ev=9.6055 smiles=C1O[C@H]2C[C@H]2S1 homo_ha=-0.317 total_charge=0
C 1.18 0.98 0.03
O -0.17 1.41 -0.21
C -1.11 0.56 0.41
C -1.67 -0.44 -0.51
C -0.59 -0.82 0.46
S 1.08 -0.89 -0.09
H 1.87 1.42 -0.72
H 1.61 1.24 1.01
H -1.56 1.16 1.21
H -1.29 -0.20 -1.49
H -2.60 -0.94 -0.47
H -0.90 -1.43 1.32

=====

S:
12
Properties=species:S:1:pos:R:3 method="wB97M-V/def2-TZVPD" multiplicity=1 homo_lumo_gap_ev=9.4409 homo_ha=-0.342 total_charge=0
C 0.14 1.63 -0.35
C 0.36 0.38 0.62
C 0.13 -1.75 -0.12
C -0.74 -0.69 0.08
H 1.39 2.10 -0.48
H -0.46 1.25 -1.44
H -0.58 2.23 0.32
H 0.37 0.62 1.67
H 0.13 -2.08 1.11
H -0.47 -2.66 -0.94
O -1.94 -0.44 -0.23
S 1.67 -0.59 -0.22

=====

Top of the stability list: R, leading by 0.305 eV.

=====

P:
12
Properties=species:S:1:pos:R:3 method="wB97M-V/def2-TZVPD" multiplicity=1 homo_lumo_gap_ev=9.5025 smiles="O=C1CCSC1" homo_ha=-0.324 total_charge=0
O 2.21 -0.60 -0.21
C 1.04 -0.37 -0.11
C 0.33 1.11 0.29
C -1.10 0.81 -0.31
S -1.61 -0.85 0.01
C 0.02 -1.54 0.08
H 0.33 1.41 1.18
H 0.87 2.04 -0.05
H -1.11 1.06 -1.42
H -1.87 1.36 0.05
H 0.27 -2.51 -0.72
H 0.63 -1.92 1.19

=====

Q:
12
Properties=species:S:1:pos:R:3 method="wB97M-V/def2-TZVPD" multiplicity=1 homo_lumo_gap_ev=8.8026 smiles="C1=CSCCO1" homo_ha=-0.292 total_charge=0
C -1.17 -1.05 -0.08
C 0.16 -1.30 0.10
S 1.52 -0.22 0.06
C 0.51 1.30 -0.34
C -0.84 1.04 0.45
O -1.71 0.14 -0.25
H -2.09 -1.74 -0.06
H 0.30 -2.27 -0.31
H 0.80 2.33 0.06
H 0.45 1.55 -1.33
H -0.81 0.59 1.56
H -1.30 2.05 0.39

=====

Top of the stability list: Q, leading by 0.310 eV.

=====

P:
6
Properties=species:S:1:pos:R:3 method="wB97M-V/def2-TZVPD" multiplicity=1 homo_lumo_gap_ev=11.8396 smiles="N#CC(=O)O" homo_ha=-0.454 total_charge=0
N -1.74 -1.28 1.19
C -1.02 -0.45 0.68
C 0.28 0.05 -0.01
O 1.39 -0.01 0.36
O 0.07 0.79 -1.10
H 1.02 0.90 -1.13

=====

Q:
6
Properties=species:S:1:pos:R:3 method="wB97M-V/def2-TZVPD" multiplicity=1 homo_lumo_gap_ev=9.1728 homo_ha=-0.373 total_charge=0
C 1.06 -0.92 0.08
C -0.71 0.28 -0.82
N 0.25 0.07 0.06
O -1.67 0.49 -1.39
O -0.28 0.97 0.93
H 1.35 -0.89 1.13

=====

Top of the stability list: P, leading by 5.164 eV.